# 1
This record from OMol25 describes C20H33BrCoN2O5SSb2 as an isolated structure. The level of theory is ωB97M-V/def2-TZVPD.

Calculated values
HOMO energy (spin up / spin down) = -0.27345 / -0.28249 Ha
multiplicity = 2
frontier orbital gap (spin up / spin down) = 0.286 / 0.296 Eh

Cartesian coordinates (Å):
Co1 0.133308 -0.058563 0.394851
C1 5.006970 1.274432 0.158541
Sb1 3.325337 -0.065030 0.010995
C2 3.676760 -0.541716 -2.040474
C3 4.343157 -1.785914 0.913305
C4 4.594903 -2.887243 -0.063949
C5 5.736205 -2.829379 -0.864951
C6 5.987446 -3.766648 -1.851256
C7 5.085036 -4.801070 -2.052649
C8 3.964891 -4.890190 -1.243727
C9 3.701870 -3.957194 -0.239091
C10 2.495964 -4.153393 0.627964
Sb2 0.808911 -2.833502 0.260952
C11 -0.573307 -4.128311 1.254941
C12 0.483243 -3.481136 -1.743512
H1 5.124565 1.629021 1.181746
H2 4.840703 2.132654 -0.493104
H3 5.918034 0.764893 -0.156675
H4 4.743626 -0.632392 -2.236207
H5 3.239800 0.252666 -2.645009
H6 3.180683 -1.476887 -2.298683
H7 3.736440 -2.103461 1.759920
H8 5.280269 -1.381828 1.297159
H9 6.437267 -2.016032 -0.709016
H10 6.879779 -3.689379 -2.458960
H11 5.259436 -5.542029 -2.821917
H12 3.273980 -5.715067 -1.379118
H13 2.741858 -4.053706 1.687167
H14 2.089997 -5.154573 0.475591
H15 -0.793363 -4.989989 0.624792
H16 -1.486899 -3.580638 1.475707
H17 -0.132765 -4.474162 2.190091
H18 0.014953 -4.465743 -1.744392
H19 1.450099 -3.545625 -2.244046
H20 -0.136732 -2.754270 -2.264298
O1 -0.050693 6.110635 -0.073270
C13 -0.075579 4.762443 -0.077011
C14 0.876796 3.981698 -0.718631
C15 0.749671 2.612917 -0.651370
N1 -0.232275 1.983504 0.011971
C16 -1.146806 2.758484 0.584844
Br1 -2.629983 1.941957 1.426748
C17 -1.125313 4.137924 0.581097
H21 0.712620 6.427244 -0.568775
H22 1.691693 4.423246 -1.277025
H23 1.436919 1.964389 -1.173989
H24 -1.901065 4.715480 1.058814
C18 -4.230099 -1.492628 0.536791
S1 -2.983721 -0.932612 -0.616070
C19 -3.128755 -2.286889 -1.772287
O2 -1.686079 -1.185996 0.118476
H25 -5.211894 -1.424597 0.069301
H26 -4.183695 -0.834821 1.400839
H27 -4.006524 -2.516877 0.835996
H28 -4.177721 -2.421095 -2.033276
H29 -2.733200 -3.176779 -1.280709
H30 -2.540536 -2.034728 -2.649609
C20 0.364107 0.282042 2.301320
H31 1.021208 1.147753 2.437001
H32 0.822918 -0.575458 2.804634
H33 -0.585851 0.488587 2.799791
O3 -1.261205 -0.388969 -2.815211
N2 -0.208162 0.220080 -2.606498
O4 0.130704 1.199456 -3.259229
O5 0.571796 -0.191985 -1.666251

Atoms 1-2, force components in eV/Å:
0.6 0.0 -0.7
0.1 0.0 0.0

=====

# 2
This record from OMol25 describes one molecule with the formula C8H8Cl2O at a distorted geometry. The level of theory is ωB97M-V/def2-TZVPD.

Calculated values
HOMO energy (spin up / spin down) = -0.22786 / -0.36461 Ha
multiplicity = 3
frontier orbital gap (spin up / spin down) = 0.256 / 0.263 Eh

Cartesian coordinates (Å):
C1 1.400265 1.970192 -0.100444
C2 0.227035 2.660425 -0.024632
C3 1.378948 0.551923 -0.212142
C4 0.259604 -0.220496 -0.194072
C5 -1.105749 1.946536 0.057590
C6 -1.028012 0.459620 -0.009775
C7 -0.565484 -2.578818 0.477917
C8 0.460864 -1.767832 -0.207416
O1 -1.342795 1.182231 1.136810
Cl1 2.993483 -0.213486 -0.351492
Cl2 -2.514625 -0.300646 -0.707809
H1 2.301604 2.505065 -0.102100
H2 0.060706 3.715685 -0.152946
H3 -2.048244 2.414906 -0.383081
H4 -0.535615 -2.524969 1.537676
H5 -0.571260 -3.631436 0.224284
H6 -1.532017 -2.172847 0.192755
H7 0.638797 -2.293396 -1.290273
H8 1.522499 -1.702653 0.109145

Atoms 1-2, force components in eV/Å:
1.0 -4.5 -0.4
-4.5 1.3 0.0

=====

# 3
This record from OMol25 describes one molecule with the formula C4H10N2O at a distorted geometry. The level of theory is ωB97M-V/def2-TZVPD.

Calculated values
HOMO energy = -0.24120 Ha
multiplicity = 1
frontier orbital gap = 0.261 Eh

Cartesian coordinates (Å):
C1 0.339589 1.348148 1.125939
N1 0.106761 -0.023486 0.657160
C2 -0.983343 -0.107039 -0.810978
C3 -1.914995 0.869412 -0.997878
H1 -0.344755 -0.600838 1.363771
H2 -1.329056 -1.135657 -0.819612
H3 0.887506 1.886403 0.357084
H4 0.923014 1.322423 2.044040
H5 -0.611588 1.852469 1.284669
H6 -1.668513 1.919034 -0.934761
H7 -2.916849 0.595928 -1.295364
N2 1.283340 -2.038800 0.051568
C4 1.323475 -0.648107 -0.045196
O1 2.345741 -0.017863 -0.196510
H8 0.401264 -2.526975 0.050442
H9 2.074833 -2.476708 -0.396904
H10 0.083575 -0.218345 -1.437473

Atoms 1-2, force components in eV/Å:
0.1 -0.3 -0.1
1.3 -0.4 -0.2

=====

# 4
This record from OMol25 describes C37H37BBrHgN10O3 as an isolated structure at a distorted geometry. The level of theory is ωB97M-V/def2-TZVPD.

Calculated values
HOMO energy (spin up / spin down) = 0.00718 / -0.03470 Ha
multiplicity = 2
frontier orbital gap (spin up / spin down) = 0.148 / 0.190 Eh
charge = -2

Cartesian coordinates (Å):
Hg1 -0.135454 -0.420087 0.568456
O1 -0.392854 1.750713 4.336656
C1 -0.052754 1.203613 3.270956
N1 -0.847254 0.850813 2.275456
C2 -2.245254 1.075413 2.526656
C3 -3.171754 0.481213 1.503756
C4 -4.540654 0.712813 1.619956
C5 -5.398254 0.252313 0.633356
C6 -4.850054 -0.413987 -0.458944
C7 -3.488454 -0.632087 -0.473944
N2 -2.668154 -0.206787 0.483156
C8 1.398346 0.865813 3.061056
C9 2.334946 1.302213 3.996756
C10 3.660146 0.947913 3.845456
C11 4.013246 0.161313 2.751756
C12 3.021646 -0.223087 1.866156
N3 1.749646 0.111813 2.015256
H1 -2.454354 2.160313 2.572356
H2 -2.507154 0.680613 3.524756
H3 -4.916654 1.262813 2.471356
H4 -6.465154 0.418613 0.706056
H5 -5.472454 -0.754887 -1.274344
H6 -3.018754 -1.146387 -1.300644
H7 1.988746 1.906213 4.822256
H8 4.409146 1.280413 4.554956
H9 5.040546 -0.138787 2.593756
H10 3.243346 -0.828087 0.999656
B1 -1.849054 -4.100387 0.568256
N4 -1.550654 -3.337787 1.869156
C13 -2.033754 -3.776887 3.037656
C14 -1.521354 -2.988787 4.048856
C15 -0.714454 -2.074187 3.377856
N5 -0.747354 -2.299387 2.069056
N6 -1.422754 -3.388987 -0.731744
C16 -1.692154 -3.962187 -1.910144
C17 -1.191354 -3.162287 -2.917744
C18 -0.620554 -2.090887 -2.237444
N7 -0.771854 -2.246187 -0.923844
H11 -3.042154 -4.274087 0.511056
H12 -1.263054 -5.156687 0.610356
H13 -2.700254 -4.617987 3.077956
H14 -1.703854 -3.064087 5.104156
H15 -0.124754 -1.279587 3.791256
H16 -2.207954 -4.901387 -1.956044
H17 -1.231554 -3.336987 -3.975444
H18 -0.118654 -1.234087 -2.643744
Br1 0.093246 8.245413 -0.275744
C19 0.350146 7.072113 -1.771044
C20 1.279846 6.045913 -1.686544
C21 1.435946 5.195313 -2.747944
C22 0.675846 5.343113 -3.940044
C23 -0.227254 6.434313 -3.992044
C24 -0.393754 7.278013 -2.923944
N8 0.862346 4.617813 -5.052244
N9 1.392946 3.433913 -5.104644
C25 1.276946 2.501013 -4.142344
C26 2.240346 1.473313 -4.153144
C27 2.360846 0.563013 -3.131844
C28 1.511046 0.566613 -2.001244
O2 1.678746 -0.241387 -1.021144
C29 0.418546 1.506213 -2.037744
N10 -0.479254 1.431913 -1.032844
C30 -1.538754 2.207813 -1.056244
C31 -1.846954 3.031713 -2.134644
C32 -0.950154 3.116513 -3.179344
C33 0.260046 2.420813 -3.121844
H19 1.854246 5.907413 -0.780644
H20 2.164046 4.400113 -2.687444
H21 -0.808554 6.577113 -4.892044
H22 -1.104054 8.093713 -2.969544
H23 2.936646 1.464713 -4.982644
H24 3.150646 -0.178487 -3.162644
H25 -2.200454 2.147213 -0.203944
H26 -2.782054 3.574213 -2.157144
H27 -1.198454 3.707813 -4.049144
C34 2.137046 -4.477087 -0.973644
C35 2.538846 -3.236387 -0.178744
O3 2.070046 -3.235887 1.150456
C36 2.692346 -4.139087 2.021856
C37 2.182646 -3.866887 3.429656
H28 2.377946 -4.323187 -2.022744
H29 1.065446 -4.628087 -0.874544
H30 2.652846 -5.371087 -0.620344
H31 2.085546 -2.349687 -0.630544
H32 3.638946 -3.120887 -0.195244
H33 3.792546 -4.008387 1.987156
H34 2.470746 -5.181387 1.737156
H35 2.325346 -2.814987 3.660556
H36 2.711446 -4.476887 4.158256
H37 1.118746 -4.075287 3.480956

Atoms 1-2, force components in eV/Å:
0.5 -0.2 -0.9
0.1 0.0 0.2

=====

E_tot (computed, a.u.): -6102.86477; -1305.05520; -343.03056; -4957.75735
Energy relative to the best compared isomer or geometry (same formula, charge and spin) (computed, kcal per mole): 9.7; 0.0; 107.2; 8.5